# 1
{
  "formula": "C17H15F4O5S3",
  "method": "the ωB97M-V functional and the def2-TZVPD basis",
  "relative_energy_kcal_mol": 0.2,
  "homo_lumo_gap_ev": 6.36,
  "total_charge": -1,
  "lumo_energy_ev": 2.66,
  "homo_ev": -3.70,
  "elements": ["C", "C", "C", "C", "C", "C", "C", "C", "C", "O", "S", "C", "F", "F", "F", "H", "H", "H", "H", "H", "H", "H", "H", "H", "H", "H", "F", "C", "S", "O", "O", "C", "C", "C", "C", "C", "C", "S", "O", "O", "H", "H", "H", "H"],
  "coordinates": [[0.23, 1.03, 1.77], [0.37, 0.07, 2.94], [0.47, 0.89, 4.22], [-0.83, -0.87, 3.04], [-0.65, -2.24, 3.11], [-1.77, -3.09, 3.14], [-3.06, -2.56, 3.14], [-3.23, -1.16, 3.14], [-2.12, -0.33, 3.10], [1.52, -0.79, 2.89], [2.54, -1.00, 1.54], [3.68, -1.89, 2.64], [4.84, -2.20, 2.02], [3.91, -1.18, 3.78], [3.09, -3.07, 3.03], [-0.72, 1.57, 1.86], [1.04, 1.76, 1.78], [0.19, 0.53, 0.80], [-0.42, 1.52, 4.33], [0.53, 0.23, 5.10], [1.36, 1.52, 4.20], [0.35, -2.67, 3.11], [-1.62, -4.17, 3.16], [-3.94, -3.20, 3.17], [-4.23, -0.72, 3.16], [-2.23, 0.77, 3.12], [2.50, -0.71, -2.11], [1.66, 0.18, -2.64], [-0.08, -0.17, -2.56], [-0.40, -1.51, -3.01], [-0.67, 0.35, -1.34], [-0.50, 0.95, -3.92], [0.55, 1.52, -4.62], [0.32, 2.34, -5.71], [-0.99, 2.60, -6.10], [-2.06, 2.01, -5.39], [-1.82, 1.17, -4.31], [2.22, 1.09, -4.09], [2.90, 2.32, -3.74], [2.77, 0.21, -5.10], [1.17, 2.78, -6.24], [-1.18, 3.25, -6.95], [-3.09, 2.20, -5.71], [-2.63, 0.69, -3.76]],
  "mulliken_charge": [-1.7444, 1.5656, -1.7308, 0.1511, -0.0026, -0.6732, -0.3744, -0.8390, -0.2662, -0.2906, 0.0553, 0.5951, -0.2164, -0.2079, -0.2261, 0.4058, 0.4443, 0.5182, 0.3317, 0.4005, 0.4363, 0.4060, 0.3804, 0.3586, 0.3447, 0.2212, -0.2471, -0.1323, 1.1930, -0.6605, -0.6340, 0.1966, 0.1992, -0.5859, -0.4882, -0.5230, -0.5959, 1.0556, -0.6409, -0.6600, 0.3743, 0.3473, 0.3462, 0.4121]
}

# 2
{
  "formula": "C17H15F6ORuS2",
  "method": "the ωB97M-V functional and the def2-TZVPD basis",
  "relative_energy_kcal_mol": 27.5,
  "homo_lumo_gap_ev": [5.89, 6.93],
  "lumo_energy_ev": [-2.06, -1.00],
  "spin_multiplicity": 2,
  "homo_ev": [-7.95, -7.93],
  "elements": ["Ru", "C", "C", "C", "C", "C", "C", "C", "H", "H", "H", "H", "H", "H", "H", "H", "S", "C", "C", "C", "C", "C", "C", "S", "H", "H", "H", "H", "C", "C", "O", "C", "F", "F", "F", "C", "F", "F", "F", "H", "H", "H"],
  "coordinates": [[0.70, 0.29, -0.67], [0.78, 3.76, 1.39], [1.44, 2.96, 0.31], [2.52, 2.12, 0.60], [3.16, 1.40, -0.41], [2.73, 1.50, -1.73], [1.65, 2.33, -2.03], [1.00, 3.04, -1.01], [0.81, 3.23, 2.34], [-0.26, 3.96, 1.14], [1.30, 4.72, 1.50], [2.86, 2.03, 1.62], [4.02, 0.79, -0.17], [3.25, 0.98, -2.52], [1.34, 2.47, -3.06], [0.17, 3.69, -1.25], [1.92, -1.79, -0.47], [0.69, -2.74, -1.26], [0.55, -4.09, -0.91], [-0.39, -4.89, -1.52], [-1.21, -4.36, -2.52], [-1.08, -3.04, -2.90], [-0.13, -2.21, -2.28], [0.02, -0.57, -2.84], [1.19, -4.48, -0.13], [-0.50, -5.92, -1.22], [-1.95, -4.99, -3.00], [-1.71, -2.62, -3.67], [-0.91, -0.81, 2.53], [-1.43, 0.35, 1.68], [-0.45, 0.98, 0.97], [-2.05, 1.41, 2.62], [-3.06, 0.91, 3.36], [-1.11, 1.87, 3.47], [-2.53, 2.48, 1.95], [-2.52, -0.21, 0.72], [-3.15, 0.74, 0.02], [-1.92, -1.04, -0.17], [-3.46, -0.95, 1.34], [-0.08, -0.45, 3.15], [-0.53, -1.59, 1.87], [-1.68, -1.23, 3.17]],
  "mulliken_charge": [0.5630, -1.6998, 0.7548, -0.0573, -0.4897, -0.8308, -0.6197, -0.0903, 0.3016, 0.3580, 0.3907, 0.4394, 0.4430, 0.3722, 0.4200, 0.4430, -0.2605, 0.6139, -0.7249, -0.5173, -0.5571, -0.6935, 0.5749, -0.3157, 0.4207, 0.3662, 0.3701, 0.4235, -1.8078, 1.1623, -0.3848, 0.4523, -0.2546, -0.2625, -0.2393, 0.4337, -0.2804, -0.0605, -0.2872, 0.3865, 0.3126, 0.4310]
}

# 3
{
  "formula": "C17H15HfN7O6S",
  "method": "the ωB97M-V functional and the def2-TZVPD basis",
  "relative_energy_kcal_mol": 7.5,
  "homo_lumo_gap_ev": 6.86,
  "total_charge": 2,
  "lumo_energy_ev": -7.15,
  "homo_ev": -14.01,
  "elements": ["Hf", "S", "C", "C", "C", "C", "C", "C", "C", "C", "C", "N", "H", "H", "H", "H", "H", "H", "O", "C", "C", "C", "C", "C", "C", "C", "O", "N", "O", "O", "H", "H", "H", "H", "N", "N", "C", "N", "N", "N", "O", "O", "H", "H", "H", "H", "H"],
  "coordinates": [[0.25, -0.27, -0.17], [-3.46, -0.42, -2.94], [-3.72, 0.90, -1.89], [-2.67, 1.10, -1.04], [-1.61, 0.16, -1.22], [-1.93, -0.72, -2.23], [-1.03, -1.79, -2.64], [-1.26, -2.64, -3.72], [-0.32, -3.59, -4.04], [0.84, -3.70, -3.28], [1.00, -2.83, -2.23], [0.10, -1.89, -1.89], [-4.63, 1.47, -1.97], [-2.66, 1.91, -0.32], [-2.16, -2.53, -4.30], [-0.49, -4.26, -4.88], [1.60, -4.43, -3.51], [1.90, -2.89, -1.63], [-0.67, -0.63, 1.68], [-1.22, 0.18, 2.50], [-1.07, 1.57, 2.49], [-1.76, 2.31, 3.48], [-1.60, 3.67, 3.50], [-0.77, 4.33, 2.59], [-0.09, 3.62, 1.63], [-0.22, 2.24, 1.56], [0.42, 1.55, 0.64], [-2.33, 4.45, 4.52], [-3.04, 3.83, 5.29], [-2.17, 5.65, 4.50], [-1.83, -0.28, 3.28], [-2.40, 1.83, 4.20], [-0.69, 5.41, 2.66], [0.56, 4.13, 0.92], [1.47, -2.28, 1.02], [2.86, -2.31, 0.80], [3.40, -1.41, -0.05], [4.68, -1.43, -0.36], [2.49, -0.54, -0.51], [2.71, 0.32, -1.55], [1.63, 0.85, -1.86], [3.77, 0.51, -2.06], [1.29, -2.15, 2.01], [1.08, -3.17, 0.74], [3.43, -2.98, 1.29], [5.30, -2.14, 0.00], [5.04, -0.73, -0.99]],
  "mulliken_charge": [1.7102, -0.1945, -0.5463, -0.7291, 0.0532, -0.0051, 1.8354, -1.1921, -0.3785, -1.1183, 0.2561, 0.1363, 0.4951, 0.4137, 0.4098, 0.4648, 0.4598, 0.2370, -0.7415, -0.1680, 1.0521, -0.5814, -0.5017, -0.3524, -0.8323, 0.2479, -0.7773, 1.0240, -0.5844, -0.5834, 0.4785, 0.5477, 0.5433, 0.5120, -0.5493, -0.2220, 0.6728, -0.3417, -0.3150, 1.2132, -0.6019, -0.6546, 0.3340, 0.2927, 0.1623, 0.2151, 0.2036]
}

# 4
{
  "formula": "C17H15NO3",
  "method": "the ωB97M-V functional and the def2-TZVPD basis",
  "relative_energy_kcal_mol": 284.7,
  "smiles": "CCN(c1ccccc1)C1(O)C(=O)c2ccccc2C1=O",
  "homo_lumo_gap_ev": 6.60,
  "lumo_energy_ev": -1.39,
  "homo_ev": -7.99,
  "elements": ["C", "C", "N", "C", "C", "C", "C", "C", "C", "H", "H", "H", "H", "H", "C", "O", "H", "C", "O", "C", "C", "C", "C", "C", "C", "C", "O", "H", "H", "H", "H", "H", "H", "H", "H", "H"],
  "coordinates": [[-0.13, 1.92, -0.98], [0.67, 0.74, -1.38], [0.09, -0.52, -1.12], [-1.09, -0.81, -1.73], [-2.35, -1.10, -1.10], [-3.33, -1.67, -1.78], [-3.28, -1.68, -3.07], [-2.01, -1.03, -3.90], [-0.91, -0.68, -3.10], [-0.12, -0.44, -3.58], [-1.78, -1.15, -4.98], [-3.91, -1.79, -3.88], [-4.34, -1.87, -1.38], [-2.24, -1.41, -0.08], [0.28, -0.84, 0.38], [-0.14, -2.37, 0.68], [0.20, -2.83, 0.00], [1.75, -0.93, 0.88], [2.67, -1.57, 0.12], [1.95, -0.05, 1.96], [3.09, 0.57, 2.57], [3.05, 1.23, 3.73], [1.76, 1.74, 3.98], [0.58, 1.25, 3.46], [0.81, 0.69, 2.12], [-0.45, -0.10, 1.41], [-1.77, 0.15, 1.71], [-0.34, 1.72, 3.54], [1.60, 2.45, 4.96], [3.74, 1.65, 4.17], [4.11, 0.12, 2.17], [1.71, 0.96, -0.71], [1.05, 0.72, -2.36], [-0.41, 2.16, 0.15], [-1.07, 1.96, -1.46], [0.57, 2.80, -1.41]],
  "mulliken_charge": [-1.0114, -0.6597, 0.2711, 0.6230, 0.2267, -0.9349, -0.5178, -0.6757, -0.6697, 0.6039, 0.3158, 0.4303, 0.3106, 0.2823, 0.9255, -0.6169, 0.4312, -0.3806, -0.6864, 0.7005, -0.4475, -0.8711, -0.0030, -1.1194, 0.9290, -0.2721, -0.6232, 0.4660, 0.2121, 0.6581, 0.2733, 0.2187, 0.6981, 0.1790, 0.3880, 0.3460]
}

# 5
{
  "formula": "C17H16BCl30IO6",
  "method": "the ωB97M-V functional and the def2-TZVPD basis",
  "smiles": "COB(O)C1=C(CC(=O)I)C(=O)OC1=O.ClC(Cl)Cl.ClC(Cl)Cl.ClC(Cl)Cl.ClC(Cl)Cl.ClC(Cl)Cl.ClC(Cl)Cl.ClC(Cl)Cl.ClC(Cl)Cl.ClC(Cl)Cl.ClC(Cl)Cl",
  "homo_lumo_gap_ev": 8.64,
  "lumo_energy_ev": -1.49,
  "homo_ev": -10.13,
  "elements": ["C", "O", "B", "O", "C", "C", "C", "C", "O", "I", "C", "O", "O", "C", "O", "H", "H", "H", "H", "H", "H", "C", "Cl", "Cl", "Cl", "H", "C", "Cl", "Cl", "Cl", "H", "C", "Cl", "Cl", "Cl", "H", "C", "Cl", "Cl", "Cl", "H", "C", "Cl", "Cl", "Cl", "H", "C", "Cl", "Cl", "Cl", "H", "C", "Cl", "Cl", "Cl", "H", "C", "Cl", "Cl", "Cl", "H", "C", "Cl", "Cl", "Cl", "H", "C", "Cl", "Cl", "Cl", "H"],
  "coordinates": [[4.94, -0.73, 3.58], [5.64, -0.06, 2.49], [4.89, -0.26, 1.25], [4.11, 0.83, 0.76], [4.99, -1.73, 0.58], [6.09, -2.59, 0.29], [7.61, -2.19, 0.60], [8.51, -3.39, 1.17], [8.78, -4.39, 0.45], [9.30, -3.20, 3.22], [5.48, -3.93, -0.36], [6.01, -4.80, -1.07], [4.08, -3.96, 0.01], [3.73, -2.58, 0.09], [2.67, -1.98, -0.18], [5.27, -1.83, 3.66], [5.15, -0.24, 4.59], [3.79, -0.75, 3.44], [4.16, 0.92, -0.22], [8.08, -1.89, -0.41], [7.67, -1.23, 1.25], [1.15, 1.98, -0.59], [2.36, 1.46, -1.77], [1.28, 3.72, -0.29], [-0.47, 1.56, -1.14], [1.34, 1.46, 0.35], [-3.97, 0.49, -3.65], [-3.40, 0.40, -1.98], [-3.37, 1.95, -4.44], [-3.47, -0.95, -4.56], [-5.06, 0.53, -3.64], [3.63, 4.71, 2.86], [4.51, 4.59, 4.39], [3.76, 3.20, 1.95], [1.93, 5.12, 3.15], [4.08, 5.51, 2.27], [-5.61, -2.53, -1.88], [-5.53, -2.92, -0.16], [-5.14, -3.93, -2.86], [-7.23, -1.98, -2.32], [-4.91, -1.72, -2.09], [-6.71, 3.75, -3.46], [-5.83, 3.61, -1.93], [-6.60, 2.25, -4.39], [-8.40, 4.18, -3.17], [-6.25, 4.55, -4.05], [-0.05, 7.28, -0.52], [-1.00, 8.14, 0.70], [0.06, 8.24, -2.01], [1.56, 6.91, 0.10], [-0.55, 6.35, -0.75], [-3.67, -7.94, -2.15], [-3.06, -6.35, -1.69], [-4.65, -8.63, -0.85], [-4.60, -7.84, -3.65], [-2.82, -8.59, -2.32], [-10.60, -2.26, -4.58], [-9.74, -3.78, -4.88], [-9.48, -0.89, -4.65], [-11.91, -2.05, -5.75], [-11.03, -2.30, -3.58], [7.90, -1.61, 7.10], [8.08, 0.13, 6.84], [6.76, -2.30, 5.94], [9.47, -2.43, 6.98], [7.51, -1.77, 8.10], [-6.23, 4.09, 2.06], [-5.03, 3.55, 0.88], [-6.08, 5.82, 2.37], [-7.87, 3.69, 1.51], [-6.05, 3.56, 3.00]],
  "mulliken_charge": [-0.5023, -0.5533, 0.3868, -0.0448, 0.3500, 0.0744, -0.2210, 0.0827, -0.4781, 0.0755, 0.2137, -0.4805, -0.2671, 0.3686, -0.4915, 0.0875, 0.3220, 0.2260, 0.1376, 0.3048, 0.3485, 0.0234, -0.1910, 0.0100, -0.0498, 0.1786, 0.3284, -0.1051, -0.1063, -0.1056, 0.0004, -0.0460, -0.1414, 0.0616, -0.1059, 0.2786, 0.8497, -0.1485, -0.0954, -0.0815, -0.5168, -0.0361, -0.0070, -0.1158, -0.1307, 0.3134, 0.1713, -0.1290, -0.1272, -0.1027, 0.1790, 0.0204, -0.0854, -0.1222, -0.1174, 0.3085, -0.0072, -0.1012, -0.0793, -0.1301, 0.3059, -0.0362, -0.1165, -0.0494, -0.1178, 0.3334, 0.0146, -0.0866, -0.1192, -0.1163, 0.3097]
}

# 6
{
  "formula": "C17H16BiBrCl",
  "method": "the ωB97M-V functional and the def2-TZVPD basis",
  "homo_lumo_gap_ev": 6.96,
  "total_charge": -1,
  "lumo_energy_ev": 2.94,
  "homo_ev": -4.03,
  "elements": ["C", "C", "C", "H", "C", "C", "H", "H", "H", "H", "Bi", "Br", "C", "C", "C", "H", "C", "C", "H", "H", "H", "H", "Cl", "C", "C", "C", "C", "C", "C", "C", "H", "H", "H", "H", "H", "H"],
  "coordinates": [[-1.57, -1.27, -3.12], [-1.62, -2.26, -2.12], [-2.36, -1.75, -1.01], [-1.12, -3.23, -2.16], [-2.76, -0.41, -1.35], [-2.26, -0.13, -2.65], [-2.31, 0.83, -3.15], [-1.05, -1.35, -4.07], [-2.53, -2.25, -0.06], [-3.27, 0.29, -0.70], [-0.25, -0.52, -0.33], [0.84, -2.79, 0.65], [1.96, 0.81, -0.93], [1.13, 1.58, -1.80], [0.96, 0.84, -3.00], [0.63, 2.52, -1.56], [1.67, -0.37, -2.88], [2.30, -0.40, -1.61], [2.87, -1.22, -1.20], [2.22, 1.08, 0.08], [0.33, 1.13, -3.85], [1.65, -1.19, -3.59], [1.14, 3.18, 1.70], [0.90, 1.73, 2.57], [1.53, 1.53, 3.79], [1.30, 0.33, 4.51], [0.42, -0.63, 4.01], [-0.26, -0.41, 2.82], [-0.09, 0.82, 2.14], [-0.97, 1.15, 1.00], [2.18, 2.33, 4.16], [1.79, 0.19, 5.45], [0.24, -1.57, 4.53], [-0.94, -1.17, 2.39], [-1.95, 0.64, 0.97], [-0.75, 2.00, 0.39]],
  "mulliken_charge": [-0.2372, -0.8477, -0.8009, 0.3858, -0.8102, -0.4472, 0.3636, 0.4981, 0.6894, 0.6502, 1.3662, -0.6210, -0.8271, -0.8378, -0.3667, 0.3937, -0.3285, -0.8973, 0.5239, 0.8064, 0.5091, 0.4141, -0.1996, 0.2310, -0.4825, -0.4584, -0.8364, -0.2228, 0.6555, -2.0717, 0.3675, 0.3693, 0.3550, 0.3901, 0.7359, 0.5880]
}